Here is an isolated molecule of C2H4FN3 from the OMol25 dataset. Energies are from ωB97M-V/def2-TZVPD.

Geometry as XYZ:
```
10
Properties=species:S:1:pos:R:3:lowdin_charge:R:1
C 1.324 -0.114 -0.029 -0.27
C -0.213 -0.153 -0.162 -0.17
N 1.998 0.654 -0.707 0.15
N -0.518 1.042 -0.898 -0.08
N 0.419 1.427 -1.752 -0.01
F 0.507 0.485 -2.779 -0.09
H 1.729 -0.823 0.684 0.11
H -0.460 -1.048 -0.741 0.11
H -0.724 -0.196 0.800 0.11
H -0.801 1.839 -0.338 0.14
```

Results
Gap between HOMO and LUMO (spin up / spin down) ... 0.3539 / 0.3540 hartree
Charge ... 0
LUMO energy (spin up / spin down) ... 0.38 / 0.38 eV
Relative energy (zero: lowest compared OMol25 entry of this formula, charge and spin) ... 411.4 kJ/mol



Here is an isolated molecule of C10H10ClNO2 from the OMol25 dataset. Energies are from ωB97M-V/def2-TZVPD.

Geometry as XYZ:
```
24
Properties=species:S:1:pos:R:3:lowdin_charge:R:1
C -1.211 -0.909 2.553 -0.09
C -0.047 -1.634 2.697 -0.08
C -1.405 0.116 1.554 -0.02
C 0.902 -1.513 1.640 0.00
C -0.454 0.323 0.576 -0.16
C 0.724 -0.564 0.615 -0.24
C 0.227 2.502 -0.110 -0.28
C 0.384 0.561 -1.922 -0.31
C -0.443 1.256 -0.635 -0.65
C -0.285 -0.795 -2.323 -0.03
N 1.692 0.455 -1.329 0.02
O -0.294 3.356 0.534 0.07
O 1.705 -0.550 -0.282 -0.03
Cl -2.072 1.590 -1.258 0.74
H -1.995 -0.985 3.344 0.11
H 0.150 -2.328 3.557 0.12
H -2.345 0.590 1.332 0.09
H 1.781 -2.131 1.697 0.11
H 1.389 2.564 -0.348 0.16
H 0.481 1.184 -2.751 0.12
H -1.333 -0.635 -2.479 0.04
H -0.157 -1.487 -1.436 0.10
H 0.230 -1.029 -3.289 0.10
H 2.375 0.063 -1.936 0.12
```

Results
Gap between HOMO and LUMO ... 0.3260 hartree
Charge ... 0
LUMO energy ... 0.43 eV
Relative energy (zero: lowest compared OMol25 entry of this formula, charge and spin) ... 202.3 kJ/mol



Here is a structure of composition C7H12O2S from the OMol25 dataset. Energies are from ωB97M-V/def2-TZVPD.

Geometry as XYZ:
```
22
Properties=species:S:1:pos:R:3:lowdin_charge:R:1
C 1.276 -0.448 0.623 -0.42
C 2.334 -0.993 -0.385 -0.47
C -1.092 2.641 0.695 -0.32
C 2.137 0.252 1.617 -0.19
C 3.282 0.815 0.701 -0.16
C -1.153 3.598 -0.176 -0.13
C -0.041 0.341 -1.927 -0.31
O 2.182 -1.945 -1.094 0.13
O 3.436 -0.187 -0.307 0.01
S 0.231 0.859 -0.192 0.95
H -0.404 2.355 1.516 0.04
H 1.643 1.007 2.299 0.13
H 2.712 -0.530 2.190 0.14
H 2.853 1.743 0.206 0.13
H 4.183 0.820 1.266 0.11
H -2.076 3.774 -0.748 0.06
H -0.326 4.291 -0.401 0.06
H 0.533 -1.038 0.959 0.06
H -1.029 0.530 -2.292 0.02
H 0.529 1.214 -2.325 0.04
H 0.186 -0.607 -2.349 0.03
H -2.093 2.149 0.883 0.08
```

Results
Gap between HOMO and LUMO ... 0.3421 hartree
Charge ... 0
LUMO energy ... 0.69 eV
Relative energy (zero: lowest compared OMol25 entry of this formula, charge and spin) ... 166.6 kJ/mol



Here is a structure of composition C31H80BN4O14V from the OMol25 dataset. Energies are from ωB97M-V/def2-TZVPD.

Geometry as XYZ:
```
131
Properties=species:S:1:pos:R:3:lowdin_charge:R:1
O 0.950 -2.765 -1.577 -0.32
V 0.094 -1.445 -1.317 1.11
C 0.358 0.736 -2.911 -1.01
O -0.118 0.863 -4.039 0.02
O 1.281 -0.048 -2.718 0.00
O -0.593 0.458 -2.225 -0.09
B 1.017 -0.720 0.724 -0.46
H 0.115 -0.209 0.422 -0.04
H 1.433 -0.262 1.608 0.02
H 0.854 -1.778 0.860 -0.02
H 1.733 -0.598 -0.074 -0.02
C 4.557 0.285 -2.557 -0.15
O 4.342 0.236 -3.931 -0.18
C 5.201 -0.693 -4.681 -0.18
C 4.401 -1.549 -5.677 -0.15
N 3.409 -0.731 -6.478 -0.05
C 3.953 0.236 -7.352 -0.28
C 3.031 0.434 -8.446 -0.23
O 3.007 -0.755 -9.262 -0.20
C 2.262 -0.675 -10.479 -0.11
H 3.891 -0.430 -2.074 0.08
H 4.171 1.293 -2.406 0.09
H 5.578 0.239 -2.177 0.08
H 5.664 -1.428 -4.023 0.10
H 6.106 -0.211 -5.051 0.11
H 3.775 -2.284 -5.171 0.12
H 4.933 -2.116 -6.441 0.11
H 2.984 -1.364 -7.141 0.09
H 4.899 -0.187 -7.689 0.12
H 4.339 1.191 -6.996 0.13
H 3.496 1.202 -9.065 0.12
H 2.027 0.764 -8.180 0.14
H 1.253 -1.087 -10.496 0.08
H 2.762 -1.079 -11.359 0.08
H 2.009 0.378 -10.594 0.07
C -2.429 1.954 -0.121 -0.09
O -3.550 1.061 -0.117 -0.17
C -4.798 1.595 -0.380 -0.25
C -5.943 0.598 -0.196 -0.20
N -5.858 -0.439 0.813 -0.01
C -5.560 0.042 2.143 -0.23
C -6.640 0.728 2.893 -0.21
O -7.928 0.352 2.351 -0.16
C -8.893 1.267 2.816 -0.14
H -2.421 2.725 0.649 0.08
H -2.316 2.510 -1.052 0.09
H -1.545 1.316 -0.080 0.05
H -4.968 2.036 -1.362 0.12
H -4.910 2.442 0.298 0.11
H -6.144 0.138 -1.163 0.11
H -6.825 1.206 0.003 0.11
H -6.818 -0.742 0.890 0.09
H -4.700 0.706 2.230 0.11
H -5.253 -0.778 2.792 0.08
H -6.458 1.801 2.828 0.11
H -6.507 0.500 3.951 0.12
H -9.673 1.522 2.099 0.08
H -8.597 2.253 3.174 0.08
H -9.450 0.908 3.682 0.08
C 4.383 5.784 1.228 -0.11
O 3.086 5.314 0.941 -0.21
C 2.838 4.592 -0.269 -0.19
C 1.245 4.505 -0.514 -0.16
N 0.399 4.179 0.667 -0.02
C 0.794 2.870 1.166 -0.22
C 0.288 2.414 2.509 -0.18
O 0.245 3.456 3.511 -0.19
C 1.422 3.623 4.228 -0.14
H 4.392 6.249 2.214 0.08
H 4.642 6.629 0.590 0.08
H 5.070 4.938 1.186 0.09
H 3.217 3.570 -0.294 0.09
H 3.251 5.057 -1.164 0.11
H 0.964 3.907 -1.381 0.11
H 0.983 5.496 -0.883 0.10
H 0.649 4.850 1.380 0.09
H 1.874 2.819 1.307 0.10
H 0.568 2.060 0.472 0.11
H 0.967 1.624 2.831 0.11
H -0.755 2.098 2.529 0.10
H 2.326 3.874 3.674 0.08
H 1.508 2.766 4.897 0.09
H 1.446 4.511 4.859 0.08
C -6.488 -4.352 0.020 -0.11
O -5.267 -3.730 0.459 -0.19
C -4.961 -3.982 1.849 -0.20
C -3.471 -3.682 2.033 -0.22
N -3.381 -2.296 2.324 -0.04
C -1.976 -1.893 2.685 -0.16
C -1.977 -0.440 3.133 -0.21
O -3.039 -0.071 4.039 -0.20
C -2.854 1.217 4.644 -0.09
H -6.945 -4.098 -0.936 0.08
H -7.201 -4.101 0.806 0.07
H -6.461 -5.441 -0.018 0.07
H -5.134 -5.024 2.117 0.10
H -5.727 -3.572 2.508 0.12
H -2.777 -3.797 1.200 0.13
H -3.118 -4.342 2.825 0.11
H -3.974 -2.005 3.088 0.08
H -1.249 -2.048 1.888 0.09
H -1.550 -2.419 3.540 0.11
H -1.879 0.176 2.239 0.10
H -1.018 -0.278 3.626 0.11
H -1.813 1.370 4.928 0.08
H -3.566 1.287 5.466 0.09
H -3.020 2.025 3.931 0.08
C 2.775 -3.479 3.407 -0.05
C 2.113 -4.586 2.561 -0.47
C 0.618 -4.844 3.003 -0.04
O 2.208 -4.283 1.191 -0.04
H 2.650 -3.672 4.473 0.07
H 2.365 -2.535 3.048 0.08
H 3.861 -3.495 3.315 0.07
H 2.630 -5.528 2.742 0.12
H 0.323 -5.871 2.791 0.07
H 0.021 -4.156 2.405 0.05
H 0.504 -4.489 4.028 0.06
H 2.754 -3.503 1.071 0.05
C 5.989 -1.456 0.775 -0.07
C 4.763 -0.807 1.334 -0.40
C 4.614 0.686 0.942 -0.04
O 3.641 -1.585 0.686 -0.12
H 6.076 -2.360 1.377 0.08
H 6.885 -0.889 1.028 0.07
H 5.961 -1.577 -0.308 0.08
H 4.625 -1.068 2.384 0.12
H 4.328 1.222 1.847 0.07
H 3.908 0.908 0.141 0.07
H 5.588 1.121 0.717 0.07
H 2.857 -1.042 0.793 -0.04
```

Results
<S²> ... 0.894
Gap between HOMO and LUMO (spin up / spin down) ... 0.2390 / 0.2093 hartree
Spin multiplicity ... 2
Charge ... -1
LUMO energy (spin up / spin down) ... 2.01 / 1.72 eV
Relative energy (zero: lowest compared OMol25 entry of this formula, charge and spin) ... 390.4 kJ/mol